[1]
Entry from OMol25: a structure of composition C6H8N2 at a distorted geometry (ωB97M-V with the def2-TZVPD basis set).

XYZ file:
```
16
Properties=species:S:1:pos:R:3:forces:R:3:nbo_charge:R:1
H 0.588 -2.204 -1.775 -3.479 1.944 1.975 0.198
C 1.386 0.734 1.015 3.512 3.858 1.993 -0.414
H 1.852 1.349 2.224 -1.294 -2.661 -3.660 0.208
C -0.338 -1.392 -1.244 3.710 -0.496 -2.911 0.274
H 2.292 1.062 0.152 -3.003 -0.465 2.319 0.231
H 0.226 -0.917 1.679 2.589 -0.369 -2.132 0.176
H -0.508 1.840 1.644 0.387 0.764 -0.667 0.220
N -1.438 -1.103 -1.858 1.238 1.956 2.630 -0.432
H -2.848 0.146 -0.767 -0.073 -0.384 0.485 0.223
C -0.043 1.280 0.831 -0.693 1.522 2.195 -0.274
C -1.848 0.268 -1.167 -0.361 0.058 0.027 -0.300
C 1.106 -0.719 0.775 -0.222 -1.961 3.604 -0.249
H 2.105 -1.600 0.871 -3.390 2.919 -1.026 0.252
C -0.750 0.563 -0.028 2.208 -2.108 -3.749 0.148
N 0.315 -0.410 -0.412 -2.600 -3.240 -2.281 -0.502
H -2.096 1.103 -1.942 1.470 -1.338 1.199 0.241
```
Forces are in eV/Å.

Orbital gap = 0.344 Ha
E_LUMO = 0.032 Ha
E = -9324.9975 eV
Energy above the lowest of the compared OMol25 structures with the same formula, charge and spin = 647.4 kJ/mol


[2]
Entry from OMol25: a structure of composition C30H36Cl2N8NaO4 at a distorted geometry (ωB97M-V with the def2-TZVPD basis set).

XYZ file:
```
81
Properties=species:S:1:pos:R:3:forces:R:3:nbo_charge:R:1
H 2.604 0.117 1.580 0.028 0.028 0.026 0.167
H -2.597 2.395 5.257 -0.003 -0.029 -0.064 0.226
H -0.684 -5.685 1.567 -0.007 0.005 -0.017 0.173
H 1.952 -4.877 1.888 0.002 0.006 0.002 0.200
Cl 5.309 1.392 -4.349 -0.018 -0.009 0.015 -0.096
C 0.508 2.973 -4.247 0.069 0.032 0.013 -0.206
C -0.525 2.172 5.726 -0.071 0.019 0.017 -0.210
H -0.544 3.024 -4.563 -0.008 -0.019 0.002 0.174
N -0.280 -2.054 -0.205 0.123 -0.114 -0.257 -0.640
C 3.357 2.341 -0.960 0.005 0.024 -0.011 -0.233
H -5.875 0.610 -0.092 0.102 0.073 -0.268 0.492
Cl -4.547 0.719 4.741 0.015 -0.012 -0.013 0.076
H -0.127 -4.987 3.106 0.008 -0.011 -0.001 0.199
C -3.731 0.952 -0.541 0.146 0.065 0.112 0.778
C -1.651 1.988 4.934 0.039 0.151 0.074 -0.219
C 1.062 -1.835 -0.755 0.021 -0.007 0.025 -0.257
C -6.147 0.643 1.838 -0.013 -0.459 -0.236 0.793
H 0.598 2.436 -0.896 -0.025 -0.010 -0.015 0.241
H 1.635 -1.168 -0.103 -0.011 0.000 -0.018 0.233
C 1.310 2.014 -5.112 0.002 0.014 -0.010 -0.212
N -1.863 -3.256 1.003 0.017 0.005 -0.076 -0.422
O -6.843 0.516 2.822 -0.020 0.183 0.139 -0.626
N -2.662 1.128 2.868 0.224 0.036 -0.043 -0.193
C 2.598 1.039 1.006 -0.059 -0.070 0.017 -0.758
H 1.589 1.864 5.930 -0.009 0.003 0.005 0.212
C 3.943 2.410 -2.199 0.015 0.025 0.021 -0.244
C 0.840 0.993 -3.091 0.042 0.107 0.053 0.648
C 1.603 -4.234 1.079 0.001 0.023 0.049 -0.404
O -2.652 1.091 -1.142 -1.025 0.286 -0.306 -0.769
C 1.029 -1.201 -2.148 0.041 -0.089 -0.012 -0.230
C -4.670 0.862 1.962 -0.053 0.130 0.027 -0.289
H 2.291 -3.397 1.007 -0.008 0.019 -0.027 0.225
C -0.293 0.849 3.303 0.040 -0.032 0.067 -0.153
C -0.549 -2.968 0.643 0.042 0.116 0.187 0.616
H 1.515 -1.314 -4.715 -0.004 0.007 0.017 0.203
C -0.563 -4.752 2.135 0.016 0.025 0.026 -0.207
C -1.531 1.315 3.728 -0.089 -0.109 -0.102 0.114
H 2.135 1.914 1.448 0.029 -0.009 0.020 0.184
C 0.129 2.928 -1.749 0.039 0.025 -0.004 -0.422
N 0.717 0.215 -2.083 0.160 -0.224 -0.269 -0.661
H 2.907 3.237 -0.545 0.012 -0.013 0.005 0.184
H -1.885 -3.338 3.115 0.010 0.007 0.002 0.178
Na -0.931 0.162 -0.583 0.535 0.001 0.646 0.879
H 0.406 3.983 -1.715 -0.024 -0.001 -0.024 0.195
H -3.877 -2.767 0.897 0.006 -0.002 0.023 0.207
H 0.959 1.969 -6.143 0.003 -0.004 -0.007 0.193
C 0.713 1.705 5.316 0.024 -0.030 -0.040 -0.216
H -0.180 0.352 2.352 -0.056 -0.016 -0.068 0.232
N 0.660 2.350 -2.958 -0.100 -0.122 0.022 -0.416
C 1.967 -0.341 -4.886 -0.032 0.036 -0.028 -0.409
H 1.638 -4.812 0.149 -0.004 -0.013 0.003 0.182
C -3.657 1.018 0.979 -0.011 -0.023 -0.091 0.049
C 4.532 1.283 -2.771 -0.026 -0.020 0.019 -0.178
H -0.630 2.704 6.663 0.032 -0.009 0.002 0.209
H -2.844 -1.902 -0.239 0.026 0.011 0.013 0.231
C 4.555 0.094 -2.049 -0.004 -0.006 -0.008 -0.254
H -2.744 -4.662 2.294 -0.005 0.005 0.002 0.202
H 2.023 -1.376 -2.565 0.020 0.036 -0.010 0.199
H 3.954 3.351 -2.740 0.001 -0.005 0.002 0.202
H 2.375 2.280 -5.105 -0.001 -0.001 0.014 0.194
C -3.972 0.937 3.151 -0.134 -0.098 0.076 0.159
C 3.963 0.015 -0.806 0.018 0.010 0.014 -0.258
H 0.300 -1.751 -2.762 0.006 -0.007 0.012 0.175
H 0.922 3.983 -4.248 -0.006 0.003 0.003 0.197
H 1.785 0.708 3.734 0.025 0.021 0.014 0.237
H 4.013 -0.926 -0.265 0.003 0.008 -0.004 0.178
N 0.266 -3.795 1.422 -0.025 -0.021 -0.091 -0.443
H 2.101 -0.225 -5.962 -0.005 -0.004 0.000 0.197
O -6.619 0.529 0.618 -0.369 0.058 0.654 -0.690
N 1.095 0.736 -4.440 0.039 -0.040 0.015 -0.449
C -1.877 -4.004 2.240 -0.025 -0.015 0.002 -0.213
C 0.826 1.052 4.097 -0.032 -0.009 -0.032 -0.209
H 5.053 -0.775 -2.467 -0.001 0.005 0.006 0.202
H -0.960 2.835 -1.681 -0.003 -0.011 0.007 0.209
H 2.951 -0.299 -4.413 0.026 0.009 -0.001 0.211
N -2.468 1.165 1.532 0.041 0.070 0.029 -0.263
H 1.615 -2.766 -0.868 -0.011 -0.052 0.000 0.173
O -4.859 0.730 -1.038 0.288 0.073 -0.333 -0.703
H -2.843 -1.449 1.484 0.007 0.001 -0.012 0.187
C -2.906 -2.285 0.777 -0.036 -0.025 0.000 -0.411
C 3.282 1.125 -0.195 -0.010 -0.013 -0.005 -0.051
```
Forces are in eV/Å.

Total charge = -1
Orbital gap = 0.169 Ha
E_LUMO = 0.073 Ha
E = -81269.9550 eV


[3]
Entry from OMol25: a cluster of 2 separate species, C3H3OS2 in total at a distorted geometry (ωB97M-V with the def2-TZVPD basis set).

XYZ file:
```
9
Properties=species:S:1:pos:R:3:forces:R:3:nbo_charge:R:1
H 0.020 -2.156 -0.016 -0.676 0.695 0.070 0.173
C 0.447 0.806 -0.279 1.630 -2.977 0.883 -0.244
O -1.770 1.709 -0.020 -0.837 0.477 0.211 -0.575
S 1.920 1.342 0.147 0.478 0.304 0.222 -0.205
H -0.724 -1.160 1.324 -1.721 0.383 1.926 0.172
S -0.325 0.745 -2.245 -0.421 0.329 0.978 -0.255
H 1.176 -1.241 0.951 -2.037 0.192 0.481 0.201
C 0.061 -1.308 0.692 4.777 0.753 -3.237 -0.621
C -0.805 1.263 -0.555 -1.193 -0.156 -1.534 0.355
```
Forces are in eV/Å.

Total charge = -1
Orbital gap (alpha / beta) = 0.253 / 0.262 Ha
E_LUMO (alpha / beta) = 0.131 / 0.129 Ha
E = -26875.4545 eV
Energy above the lowest of the compared OMol25 structures with the same formula, charge and spin = 343.0 kJ/mol


[4]
Entry from OMol25: a cluster of 2 separate species, CH6N2S2 in total at a distorted geometry (ωB97M-V with the def2-TZVPD basis set).

XYZ file:
```
11
Properties=species:S:1:pos:R:3:forces:R:3:nbo_charge:R:1
H -0.188 -3.968 -0.178 -0.404 -0.142 -0.131 0.330
H 0.163 4.555 0.406 -0.144 0.454 -0.137 0.134
H 1.551 -2.739 -0.248 0.058 0.198 -0.323 0.143
H 0.018 -0.382 0.055 -0.191 0.092 0.766 0.385
S -1.246 2.648 -0.469 -0.205 0.985 0.053 -0.133
N -0.456 -3.039 0.149 0.706 -0.154 -0.407 -0.607
H 0.457 -1.068 1.594 -0.643 0.507 0.219 0.387
S -0.925 4.741 -0.370 0.159 -1.017 0.503 -0.127
N 0.603 -0.999 0.607 1.058 -0.668 -1.515 -0.904
C 0.588 -2.327 0.054 -0.578 0.179 1.399 0.265
H -0.564 2.577 -1.600 0.184 -0.435 -0.429 0.127
```
Forces are in eV/Å.

Orbital gap = 0.363 Ha
E_LUMO = 0.003 Ha
SMILES string = [H]/N=C/N.SS
E = -25783.9433 eV
Energy above the lowest of the compared OMol25 structures with the same formula, charge and spin = 93.2 kJ/mol


[5]
Entry from OMol25: a cluster of 11 separate species, H24NO10 in total at a distorted geometry (ωB97M-V with the def2-TZVPD basis set).

XYZ file:
```
35
Properties=species:S:1:pos:R:3:forces:R:3:nbo_charge:R:1
O -0.254 3.383 0.025 -2.720 -1.656 0.329 -0.946
H -1.326 -2.979 -1.897 -0.551 -1.537 0.679 0.475
H 0.718 -0.672 -0.843 -0.428 -0.162 -0.967 0.458
H -2.129 0.326 2.436 -0.105 -2.551 1.400 0.468
H -3.151 1.206 0.779 1.101 -0.973 -0.207 0.470
H 0.030 -2.627 2.477 0.529 0.099 3.827 0.482
H 1.511 -2.625 0.881 0.346 -1.475 -0.727 0.503
H 1.279 0.081 2.913 3.127 -4.239 4.780 0.466
H 3.143 1.292 -1.809 0.418 -0.119 0.928 0.480
O -0.164 -2.633 1.595 -0.783 0.040 -3.762 -0.953
H -2.752 2.184 -3.223 -1.936 1.627 0.505 0.481
H -1.086 3.102 0.551 2.238 0.951 -1.196 0.471
H -0.642 -2.536 -3.170 0.649 -0.679 -1.448 0.486
H 0.325 3.802 0.638 0.543 0.633 0.877 0.477
O -2.159 -0.444 3.115 -0.207 0.328 -5.070 -0.931
H 1.187 1.533 2.535 0.128 -0.523 0.154 0.479
H -0.461 -0.241 0.061 -2.063 -1.140 3.956 0.438
H 3.865 1.507 0.215 -0.804 -2.575 0.126 0.512
O 0.911 0.625 2.351 -3.309 4.811 -5.028 -0.944
N 0.100 0.112 -0.611 4.698 -0.117 -0.217 -0.840
H -2.073 0.023 3.874 0.412 1.852 4.152 0.455
O 2.312 -2.826 0.350 -0.010 4.686 1.275 -1.009
H -3.633 -0.026 0.313 -2.041 -1.906 -0.842 0.485
H 0.805 0.807 -0.298 -1.022 0.229 0.027 0.477
H 3.469 -0.180 0.266 0.756 1.061 0.145 0.524
O 3.230 0.740 0.039 0.125 1.411 -0.003 -1.021
H 2.143 2.124 -2.524 -3.596 6.136 0.426 0.454
H -2.720 0.640 -3.450 -2.850 -3.371 -0.039 0.475
O -1.015 -2.240 -2.369 -0.059 2.350 0.854 -0.960
O 2.601 1.393 -2.573 2.853 -6.069 -1.604 -0.943
O -2.804 0.291 0.568 0.934 3.156 0.584 -0.946
H -0.553 0.369 -1.273 -1.057 1.091 -2.872 0.449
H -0.870 -3.278 1.475 0.097 0.080 0.067 0.494
O -2.290 1.421 -3.427 4.862 1.662 -0.346 -0.955
H 2.452 -3.655 0.010 -0.276 -3.108 -0.764 0.485
```
Forces are in eV/Å.

Total charge = +1
Orbital gap = 0.398 Ha
E_LUMO = -0.111 Ha
E = -22347.0476 eV
Energy above the lowest of the compared OMol25 structures with the same formula, charge and spin = 361.7 kJ/mol


[6]
Entry from OMol25: a cluster of 3 separate species, C3H8NO2S2 in total at a distorted geometry (ωB97M-V with the def2-TZVPD basis set).

XYZ file:
```
16
Properties=species:S:1:pos:R:3:forces:R:3:nbo_charge:R:1
H 2.622 1.826 -0.764 0.459 0.556 1.123 0.288
C 2.104 1.062 -0.179 -0.318 -0.837 -0.108 0.310
H 1.243 1.874 1.313 -1.456 1.085 -0.634 0.484
H 3.691 -1.375 -1.269 0.867 -0.297 0.175 0.538
C -0.810 -0.680 0.899 -3.561 -1.944 0.462 -0.711
H -0.729 -0.722 1.995 0.448 0.651 0.029 0.332
O 1.828 -1.274 -0.046 -0.620 0.536 0.558 -0.508
H 0.254 0.477 0.603 2.498 1.032 0.438 0.399
C 2.560 -0.350 -0.291 0.471 -1.860 -2.316 0.677
H -4.395 -0.889 -0.811 -0.256 0.107 -0.477 0.114
O 3.750 -0.494 -0.856 -1.005 0.617 0.006 -0.591
H -5.047 0.950 -1.307 0.299 0.112 -0.417 0.156
H -0.634 -1.691 0.505 0.670 0.299 -0.506 0.344
S -2.053 0.115 0.203 0.582 -0.124 0.232 0.843
N 1.036 1.231 0.533 0.674 0.426 0.539 -0.628
S -5.419 -0.060 -0.530 0.247 -0.357 0.896 -0.047
```
Forces are in eV/Å.

Total charge = +2
Orbital gap (alpha / beta) = 0.165 / 0.163 Ha
E_LUMO (alpha / beta) = -0.433 / -0.454 Ha
Expectation value of S² = 0.80
Multiplicity = 2
E = -30472.3633 eV
Energy above the lowest of the compared OMol25 structures with the same formula, charge and spin = 322.0 kJ/mol


[7]
Entry from OMol25: a cluster of 2 separate species, CH3FO2 in total at a distorted geometry (ωB97M-V with the def2-TZVPD basis set).

XYZ file:
```
7
Properties=species:S:1:pos:R:3:forces:R:3:nbo_charge:R:1
H -1.075 -0.395 1.575 -1.305 -0.067 0.524 0.495
F 0.213 1.227 -2.824 -0.702 0.651 3.556 -0.595
O -0.097 0.418 -0.093 0.032 0.837 0.377 -0.644
C 0.387 -0.381 0.677 0.641 -0.077 -3.225 0.653
O -0.302 -0.961 1.594 -0.194 -0.372 1.685 -0.627
H 1.343 -0.823 0.455 0.769 -0.133 0.521 0.132
H 0.027 1.362 -1.829 0.758 -0.840 -3.438 0.585
```
Forces are in eV/Å.

Orbital gap = 0.451 Ha
E_LUMO = 0.021 Ha
SMILES string = O=CO.F
E = -7897.9739 eV
Energy above the lowest of the compared OMol25 structures with the same formula, charge and spin = 27.3 kJ/mol


[8]
Entry from OMol25: a cluster of 2 separate species, CN2O2S in total at a distorted geometry (ωB97M-V with the def2-TZVPD basis set).

XYZ file:
```
6
Properties=species:S:1:pos:R:3:forces:R:3:nbo_charge:R:1
O 1.092 0.749 1.168 1.420 0.400 0.497 -0.280
S -1.091 0.155 -0.058 0.797 -1.560 -2.079 0.375
N -0.068 0.913 1.218 -0.589 -1.299 -1.118 0.437
O -0.791 1.441 2.012 -0.169 0.393 0.168 -0.309
N 0.682 -1.974 -2.546 0.815 -1.127 -1.277 -0.421
C 0.177 -1.284 -1.794 -2.274 3.193 3.809 0.198
```
Forces are in eV/Å.

Orbital gap (alpha / beta) = 0.291 / 0.290 Ha
E_LUMO (alpha / beta) = -0.151 / -0.151 Ha
E = -18939.6827 eV
Energy above the lowest of the compared OMol25 structures with the same formula, charge and spin = 727.2 kJ/mol


What is the E in the fourth record?
-25783.9433 eV